[1]
Density functional theory data (ωB97M-V/def2-TZVPD) for a molecular structure, C36H54IN3O2RuSSi2Te at a distorted geometry.

Structure (XYZ):
```
101
Properties=species:S:1:pos:R:3:lowdin_charge:R:1
Ru -0.1634 0.1717 0.2015 0.634
C 2.3676 -2.1163 5.2452 -0.183
Si 2.2750 -0.2990 4.8296 0.493
C 2.5072 0.6602 6.4302 -0.196
C 3.6215 0.2223 3.6456 -0.178
C 0.5842 0.1575 4.1667 -0.248
C -0.2603 1.0259 4.8321 -0.083
C -1.4738 1.4384 4.2676 -0.064
C -1.7854 0.9676 3.0111 -0.145
N -0.9987 0.1130 2.3534 -0.056
C 0.1448 -0.3013 2.9067 -0.745
S 0.9937 -1.3952 1.8857 0.586
H 3.3423 -2.3688 5.6662 0.027
H 2.2082 -2.7211 4.3521 0.011
H 1.6017 -2.3765 5.9775 0.029
H 3.5189 0.4932 6.8027 0.025
H 1.8109 0.3476 7.2082 0.027
H 2.3858 1.7325 6.2773 0.027
H 4.5026 0.5685 4.1878 0.024
H 3.2595 1.0349 3.0112 0.026
H 3.9077 -0.5857 2.9744 0.014
H 0.0252 1.4153 5.8015 0.089
H -2.1372 2.1248 4.7761 0.096
H -2.6882 1.2742 2.5016 0.098
C -2.7006 3.6061 -2.1626 -0.036
N -1.6119 2.9793 -2.9044 -0.182
C -1.7114 2.9151 -4.3512 -0.042
C -0.9539 2.0138 -2.2819 -0.249
N -0.3667 1.1806 -1.7390 0.076
H -2.7684 4.6558 -2.4546 0.089
H -2.4783 3.5283 -1.1007 0.064
H -3.6529 3.1066 -2.3686 0.087
H -1.7678 3.9310 -4.7444 0.087
H -2.6000 2.3580 -4.6669 0.090
H -0.8257 2.4290 -4.7534 0.091
C -1.9730 -2.7469 0.9778 -0.237
Si -1.6875 -1.5370 -0.4500 0.611
C -1.0416 -2.6582 -1.8868 -0.633
C -2.0847 -3.6391 -2.4269 -0.109
C -0.4948 -1.8458 -3.0618 -0.109
C 0.1225 -3.4660 -1.3047 -0.112
C -3.4842 -0.8594 -0.8159 -0.628
C -3.5857 -0.1467 -2.1641 -0.104
C -3.8081 0.1590 0.2808 -0.128
C -4.5525 -1.9573 -0.7728 -0.107
H -2.5451 -3.6198 0.6537 0.020
H -2.5168 -2.2673 1.7932 0.019
H -1.0228 -3.0793 1.3821 -0.030
H -2.8878 -3.1266 -2.9559 0.057
H -2.5352 -4.2457 -1.6404 0.069
H -1.6137 -4.3252 -3.1415 0.078
H -1.2726 -1.2761 -3.5745 0.062
H -0.0332 -2.5174 -3.7949 0.082
H 0.2677 -1.1437 -2.7330 0.030
H -0.2067 -4.1676 -0.5374 0.075
H 0.8675 -2.8080 -0.8575 0.030
H 0.6147 -4.0362 -2.1014 0.084
H -2.8948 0.6878 -2.2207 0.037
H -4.6021 0.2447 -2.3074 0.079
H -3.3669 -0.8129 -2.9988 0.062
H -3.0614 0.9510 0.3369 0.037
H -3.8643 -0.3172 1.2607 0.068
H -4.7828 0.6255 0.0824 0.081
H -4.4367 -2.6911 -1.5649 0.055
H -5.5459 -1.5033 -0.8866 0.077
H -4.5448 -2.4927 0.1753 0.067
I -0.3567 8.5105 3.9892 0.820
C -0.3185 6.6409 3.0697 -0.751
C 0.6472 5.7161 3.4427 -0.150
C 0.6698 4.4799 2.8164 -0.010
C -0.2637 4.1637 1.8351 -0.116
C -1.2246 5.0997 1.4848 -0.018
C -1.2571 6.3465 2.0926 -0.158
C -0.2023 2.7982 1.1851 -0.630
O -1.1788 2.4142 0.4883 -0.114
O 0.8187 2.1128 1.4057 -0.125
H 1.3738 5.9578 4.2064 0.089
H 1.4095 3.7358 3.0768 0.117
H -1.9560 4.8379 0.7312 0.101
H -2.0023 7.0764 1.8107 0.085
C 3.7625 -4.0581 -5.1524 -0.063
C 3.4880 -3.0406 -4.0790 -0.284
C 3.0654 -1.7598 -4.3933 -0.037
C 2.8086 -0.8065 -3.4107 -0.335
C 2.3898 0.5647 -3.8616 -0.103
C 2.9646 -1.1448 -2.0575 -0.513
Te 2.5024 0.2346 -0.4943 0.969
C 3.4336 -2.4237 -1.7304 -0.335
C 3.6804 -2.8514 -0.3087 -0.109
C 3.6783 -3.3480 -2.7415 -0.035
H 3.2142 -3.8247 -6.0658 0.069
H 3.4740 -5.0595 -4.8304 0.072
H 4.8251 -4.0910 -5.4057 0.075
H 2.9162 -1.4913 -5.4343 0.107
H 2.1841 0.5610 -4.9340 0.068
H 3.1757 1.2951 -3.6637 0.074
H 1.5101 0.9072 -3.3266 0.012
H 2.7484 -2.9151 0.2595 0.028
H 4.3075 -2.1347 0.2212 0.052
H 4.1601 -3.8301 -0.2885 0.070
H 4.0131 -4.3432 -2.4664 0.110
```

The spin multiplicity is 2. The calculation puts the LUMO energy (alpha / beta) at 1.97 / 1.97 eV. As for the charge: -1. The value obtained for the energy relative to the best compared isomer or geometry (same formula, charge and spin) is 25.68 kcal/mol. The gap between HOMO and LUMO (alpha / beta) is 5.65 / 5.64 eV. For the maximum force, the calculation gives 2.0 eV Å⁻¹. As for the HOMO energy (alpha / beta): -3.68 / -3.68 eV. Its expectation value of S² is 0.798.


[2]
Density functional theory data (ωB97M-V/def2-TZVPD) for 10 unconnected molecules or ions with the total composition C36H54NO30 at a distorted geometry.

Structure (XYZ):
```
121
Properties=species:S:1:pos:R:3:lowdin_charge:R:1
N 36.0050 43.0230 34.6610 -0.543
O 36.0120 42.7640 35.8960 -0.070
O 35.1950 42.4970 33.8740 -0.033
O 37.0130 43.6770 34.2640 -0.047
C 34.7500 46.1450 35.7540 0.050
C 33.9520 47.3610 35.2780 -0.295
C 34.6540 48.5760 34.7810 -0.009
O 34.2620 48.5760 33.3660 0.082
C 33.3500 47.6230 33.0510 -0.492
O 32.8660 47.3160 32.0000 0.149
O 33.2140 46.8460 34.2180 0.041
H 35.2680 45.9330 34.9560 0.041
H 34.1300 45.4950 35.8680 -0.029
H 34.9840 46.1970 36.7650 0.088
H 33.3680 47.7080 36.0750 0.132
H 35.7300 48.5110 34.7920 0.146
H 34.4550 49.3200 35.2800 0.046
C 31.8370 44.0280 32.2600 -0.005
C 31.9890 43.5460 33.6370 -0.206
C 31.2840 44.3590 34.8390 -0.040
O 30.2820 43.4450 35.2950 0.045
C 30.2060 42.3110 34.6430 -0.526
O 29.3140 41.4070 34.9690 0.020
O 31.1890 42.2320 33.7470 0.063
H 31.8660 43.3050 31.5250 0.065
H 32.7050 44.8890 32.1360 0.134
H 30.8840 44.3940 32.1580 0.063
H 32.9560 43.4280 33.9270 0.077
H 30.9130 45.2440 34.3770 0.110
H 31.9770 44.6720 35.7260 0.140
C 35.4260 45.3110 31.8670 -0.026
C 36.7350 46.0750 32.0480 -0.306
C 37.6940 45.7840 30.8730 -0.120
O 37.7140 46.8770 30.0650 0.110
C 37.0560 47.8430 30.6790 -0.478
O 37.0000 49.0520 30.2320 0.047
O 36.4830 47.4770 31.8580 0.051
H 34.6680 45.3600 32.7360 0.078
H 35.7020 44.1710 31.7280 0.109
H 35.0680 45.6460 30.8330 0.127
H 37.1590 46.0610 33.1380 0.160
H 37.5220 44.8960 30.4640 0.067
H 38.8280 45.8080 31.3890 0.192
C 36.7380 40.1300 39.1430 -0.008
C 37.2710 39.1850 38.0270 -0.315
C 37.9050 39.9000 36.8110 -0.074
O 39.1940 39.2720 36.6780 0.070
C 39.4220 38.4630 37.6870 -0.515
O 40.3610 37.7060 37.8030 0.135
O 38.3330 38.4750 38.5970 0.031
H 36.2430 40.9370 38.7470 0.016
H 37.4560 40.8080 39.6080 0.076
H 35.9950 39.5950 39.8600 0.121
H 36.6590 38.2580 37.7550 0.167
H 37.8960 40.9400 37.1190 0.089
H 37.4420 39.8700 35.7180 0.160
C 37.0030 45.1370 39.5660 0.021
C 37.4010 44.2010 38.3760 -0.195
C 38.6730 44.7120 37.5720 -0.095
O 39.6840 43.9670 38.0840 0.097
C 39.1250 42.9050 38.6300 -0.607
O 39.9030 41.8610 38.9200 0.021
O 37.9530 43.0020 38.8510 0.134
H 36.1800 44.7810 40.0030 -0.002
H 36.8790 46.2930 39.3100 0.146
H 37.8240 45.1750 40.2790 0.090
H 36.5400 43.9150 37.8050 0.115
H 38.9390 45.7060 37.7090 0.117
H 38.7060 44.5350 36.5320 0.092
C 32.9170 42.4190 37.8070 0.004
C 32.5750 43.2700 38.8880 -0.225
C 33.6260 43.6530 39.9670 -0.043
O 33.7580 45.0220 39.8500 0.058
C 32.9570 45.5420 38.9170 -0.551
O 32.9560 46.7710 38.6790 0.086
O 32.2960 44.6060 38.2970 0.108
H 33.6780 42.7460 37.2250 0.052
H 32.0240 42.5310 37.0460 0.150
H 32.9340 41.4570 38.0900 0.057
H 31.7150 42.9910 39.1890 0.093
H 34.4410 43.4160 39.6980 0.010
H 33.2270 43.4540 41.0620 0.196
C 39.1630 39.5330 32.3790 0.038
C 38.5140 40.4510 31.2080 -0.363
C 37.4410 41.4690 31.5860 -0.065
O 38.0790 42.5530 30.9280 0.053
C 39.2950 42.3470 30.4580 -0.623
O 40.0180 43.1060 29.9090 0.199
O 39.4670 41.0750 30.5440 0.143
H 39.8930 40.2200 32.6440 0.040
H 39.5200 38.5370 31.9460 0.096
H 38.3880 39.0790 33.1650 0.113
H 37.8900 39.8900 30.5560 0.133
H 37.7320 41.6510 32.4910 0.036
H 36.2680 41.2060 31.4730 0.193
C 40.1540 42.4770 35.1270 0.031
C 40.1800 43.1740 33.7500 -0.215
C 40.1150 44.8160 33.9100 -0.049
O 41.0740 45.2280 32.9640 0.063
C 41.7270 44.2070 32.4800 -0.589
O 42.7040 44.2860 31.7530 0.128
O 41.3700 43.0380 33.0320 0.094
H 39.1910 42.4490 35.5730 0.078
H 40.8470 42.5880 35.7780 0.042
H 40.3210 41.5400 35.1130 0.015
H 39.3570 42.9980 33.0790 0.113
H 40.3120 45.3100 35.0090 0.178
H 39.1880 45.1620 33.4480 0.080
C 34.1070 39.5730 35.8140 0.003
C 33.4120 39.4940 34.4630 -0.273
C 34.4730 39.4320 33.3560 -0.053
O 34.0870 38.2580 32.6340 0.129
C 33.0760 37.7580 33.1780 -0.727
O 32.4600 36.7270 32.7690 0.056
O 32.6810 38.3440 34.1600 0.182
H 33.4140 39.5190 36.7320 0.111
H 34.8670 40.3120 35.7360 0.039
H 34.8240 38.6440 35.8720 0.119
H 32.7790 40.2400 34.2320 0.104
H 35.5090 39.2930 33.5530 0.116
H 34.2760 40.2790 32.6440 0.140
```

The calculation puts the LUMO energy at 1.59 eV. As for the charge: -1. The value obtained for the energy relative to the best compared isomer or geometry (same formula, charge and spin) is 78.35 kcal/mol. The gap between HOMO and LUMO is 9.49 eV. For the maximum force, the calculation gives 14.2 eV Å⁻¹. As for the HOMO energy: -7.90 eV.